Entry from OMol25: a molecular structure, C5H8O2 (ωB97M-V/def2-TZVPD).

Output
Highest occupied orbital energy: -9.6 eV
Frontier orbital gap: 9.97 eV
2S+1: 1
Net charge: 0
Energy relative to the best compared isomer or geometry (same formula, charge and spin): 65.7 kcal/mol

Each line ends with the Löwdin charge.
Element x y z (Å)
O (1.23, -0.87, -1.94)  -0.046
C (0.96, 0.27, -1.16)  -0.223
C (0.27, -0.20, 0.07)  -0.230
C (0.55, -0.17, 1.39)  0.053
C (-0.73, -0.87, 1.71)  -0.389
O (-1.28, -1.25, 2.71)  0.099
C (-1.07, -0.90, 0.20)  -0.038
H (1.61, -0.58, -2.78)  0.092
H (1.87, 0.83, -0.90)  0.125
H (0.28, 0.97, -1.68)  0.122
H (-1.22, 2.63, 0.22)  0.059
H (1.38, 0.21, 1.97)  0.116
H (-0.76, 2.13, 0.52)  0.030
H (-1.14, -1.90, -0.25)  0.119
H (-1.95, -0.31, -0.08)  0.113

***

Entry from OMol25: C5H8O2 in the gas phase (ωB97M-V/def2-TZVPD).

Output
Highest occupied orbital energy: -9.6 eV
Frontier orbital gap: 10.65 eV
2S+1: 1
Net charge: 0
Energy relative to the best compared isomer or geometry (same formula, charge and spin): 127.6 kcal/mol

Each line ends with the Löwdin charge.
Element x y z (Å)
C (1.14, 1.02, 0.19)  -0.136
C (0.94, -1.29, -0.16)  -0.162
C (-0.35, -0.66, 0.26)  -0.425
C (-1.77, 0.52, -0.12)  -0.132
C (-0.21, 0.69, -0.44)  -0.130
H (1.75, 1.96, -0.12)  0.140
H (1.23, 0.95, 1.41)  0.163
H (1.09, -2.00, 0.65)  0.130
H (1.07, -1.62, -1.14)  0.123
H (-0.33, -0.36, 1.37)  0.169
H (-2.22, 0.65, 0.86)  0.121
H (-2.38, 1.03, -1.01)  0.155
H (-0.11, 0.18, -1.42)  0.161
O (1.80, -0.20, -0.26)  -0.146
O (-1.64, -0.86, -0.06)  -0.031

***

Entry from OMol25: C5H8O2 in the gas phase (ωB97M-V/def2-TZVPD).

Output
SMILES string: CC(=O)C1(O)CC1
Highest occupied orbital energy: -9.7 eV
Frontier orbital gap: 10.65 eV
2S+1: 1
Net charge: 0
Energy relative to the best compared isomer or geometry (same formula, charge and spin): 33.6 kcal/mol

Each line ends with the Löwdin charge.
Element x y z (Å)
C (1.72, 0.06, -1.30)  0.003
C (1.06, -0.28, 0.05)  -0.313
O (1.81, -0.57, 0.97)  0.071
C (-0.42, -0.34, 0.43)  -0.454
O (-0.63, -1.40, 1.32)  0.010
C (-1.66, 0.03, -0.31)  -0.058
C (-1.18, 0.92, 0.80)  -0.052
H (2.76, -0.28, -1.19)  0.084
H (1.27, -0.46, -2.15)  0.083
H (1.76, 1.14, -1.51)  0.086
H (0.07, -1.33, 1.99)  0.101
H (-2.50, -0.63, -0.08)  0.115
H (-1.61, 0.40, -1.32)  0.106
H (-0.78, 1.90, 0.55)  0.107
H (-1.69, 0.84, 1.76)  0.113

***

Entry from OMol25: 2 unconnected molecules or ions with the total composition C5H8O2 (ωB97M-V/def2-TZVPD).

Output
SMILES string: OC1=CC1.CC=O
Highest occupied orbital energy: -8.7 eV
Frontier orbital gap: 9.61 eV
2S+1: 1
Net charge: 0
Energy relative to the best compared isomer or geometry (same formula, charge and spin): 75.9 kcal/mol

Each line ends with the Löwdin charge.
Element x y z (Å)
C (-1.64, 0.79, 0.60)  -0.047
C (-1.11, -0.34, 1.43)  -0.300
O (-0.20, -0.25, 2.23)  0.015
C (1.41, -0.03, -0.39)  -0.384
O (1.75, 0.80, 0.58)  0.084
C (1.31, -0.10, -1.87)  -0.088
C (0.89, -1.14, -0.83)  -0.004
H (-0.93, 1.63, 0.61)  0.087
H (-1.83, 0.46, -0.43)  0.085
H (-2.59, 1.12, 1.03)  0.088
H (1.36, 0.47, 1.41)  0.087
H (2.22, -0.26, -2.46)  0.079
H (0.54, 0.48, -2.39)  0.078
H (-1.61, -1.32, 1.28)  0.124
H (0.45, -2.12, -0.70)  0.094

***

Entry from OMol25: a molecular structure, C5H8O2 (ωB97M-V/def2-TZVPD).

Output
Highest occupied orbital energy: -9.6 eV
Frontier orbital gap: 10.35 eV
2S+1: 1
Net charge: 0
Energy relative to the best compared isomer or geometry (same formula, charge and spin): 105.4 kcal/mol

Each line ends with the Löwdin charge.
Element x y z (Å)
O (-1.26, -1.49, 1.37)  -0.074
C (-0.46, -0.37, 1.03)  -0.455
C (0.95, -0.59, 0.51)  -0.036
C (0.61, 0.43, -0.58)  -0.465
O (1.44, 1.47, -0.96)  0.041
C (-0.54, -0.06, -1.40)  -0.017
C (-0.81, 0.60, -0.06)  -0.127
H (-1.49, -0.60, 2.08)  0.195
H (-0.33, 0.42, 2.11)  0.204
H (1.72, -0.25, 1.21)  0.121
H (1.17, -1.62, 0.19)  0.125
H (1.99, 1.14, -1.69)  0.113
H (-0.81, 0.57, -2.24)  0.115
H (-0.71, -1.13, -1.54)  0.116
H (-1.43, 1.49, 0.00)  0.145

***

Entry from OMol25: 3 unconnected molecules or ions with the total composition C5H8O2 (ωB97M-V/def2-TZVPD).

Output
SMILES string: C1=CC1.C=O.C=O
Highest occupied orbital energy: -9.0 eV
Frontier orbital gap: 9.00 eV
2S+1: 1
Net charge: 0
Energy relative to the best compared isomer or geometry (same formula, charge and spin): 115.9 kcal/mol

Each line ends with the Löwdin charge.
Element x y z (Å)
C (1.72, -0.88, 0.59)  -0.165
C (1.75, 0.60, 0.38)  -0.091
O (0.25, 0.60, -1.93)  -0.001
C (-0.76, -0.05, -1.92)  -0.168
C (-2.02, 0.35, 0.55)  -0.165
O (-1.52, -0.30, 1.43)  0.000
C (1.22, 0.20, 1.49)  -0.085
H (1.01, -1.51, 0.03)  0.063
H (2.64, -1.41, 0.84)  0.072
H (2.04, 1.39, -0.29)  0.091
H (-0.78, -1.13, -1.64)  0.093
H (-1.74, 0.40, -2.17)  0.084
H (-1.71, 1.39, 0.32)  0.098
H (-2.82, -0.06, -0.08)  0.084
H (0.73, 0.41, 2.42)  0.091

***

no.,E (hartree),largest force on an atom (eV/A)
1,-345.70031,0.528
2,-345.60156,4.382
3,-345.75136,0.714
4,-345.68405,0.677
5,-345.63704,5.518
6,-345.62021,0.628